{
  "formula": "C18H27N9",
  "method": "ωB97M-V/def2-TZVPD",
  "species": ["C", "C", "N", "H", "H", "H", "C", "C", "N", "H", "H", "H", "C", "C", "N", "H", "H", "H", "C", "C", "N", "H", "H", "H", "C", "C", "N", "H", "H", "H", "C", "C", "N", "H", "H", "H", "C", "C", "N", "H", "H", "H", "C", "C", "N", "H", "H", "H", "C", "C", "N", "H", "H", "H"],
  "xyz": [[7.309892, -1.505793, -2.076956], [6.699223, -1.255733, -0.740867], [6.188632, -1.007583, 0.321773], [6.826579, -2.389200, -2.494226], [8.358375, -1.749114, -1.904949], [7.241351, -0.616786, -2.703909], [-4.139692, 4.142435, -3.849138], [-3.548724, 5.066669, -2.846133], [-3.106076, 5.689589, -1.952103], [-3.379544, 3.767018, -4.534227], [-4.794252, 4.678472, -4.536394], [-4.679880, 3.284173, -3.449568], [2.063435, -3.302826, -5.529873], [1.715358, -4.273113, -6.670519], [1.405974, -4.929707, -7.524103], [2.025851, -3.625667, -4.489463], [1.412681, -2.445654, -5.702728], [3.081939, -2.957869, -5.708079], [4.652531, 4.987512, -1.437529], [4.092497, 3.948713, -2.296351], [3.647574, 3.175564, -2.967605], [3.932788, 5.707245, -1.047591], [5.423000, 5.606064, -1.897840], [5.176392, 4.482437, -0.626016], [-6.133930, -3.384581, 6.486624], [-7.317661, -4.305508, 6.564965], [-8.197784, -5.005550, 6.755150], [-6.006882, -2.674246, 7.303570], [-6.253901, -2.758519, 5.602461], [-5.261542, -4.033941, 6.413370], [-3.673738, 5.996786, 4.892809], [-2.229020, 6.080915, 5.318162], [-1.100050, 6.236089, 5.556563], [-4.036525, 5.031978, 4.538367], [-3.951158, 6.678473, 4.088797], [-4.350942, 6.203032, 5.721637], [-0.319393, -0.088921, 0.078417], [-1.131211, 0.100047, 1.307587], [-1.763596, 0.281067, 2.271802], [0.709237, 0.238486, 0.229535], [-0.835207, 0.408559, -0.742886], [-0.215466, -1.155499, -0.120867], [3.900731, 1.446121, 5.916467], [5.150037, 2.146420, 6.280149], [6.115958, 2.716372, 6.619990], [4.224174, 0.407246, 5.851585], [3.651392, 1.656409, 4.876419], [3.060264, 1.523576, 6.606196], [-3.673257, -8.438203, -5.602664], [-3.403175, -7.253164, -4.738862], [-3.172963, -6.348180, -4.005696], [-4.739825, -8.288849, -5.770653], [-3.572935, -9.410466, -5.120214], [-3.077535, -8.482794, -6.514388]],
  "atomic_forces_ev_per_a": [[-0.09, -0.17, 1.25], [-2.36, 1.44, 4.51], [2.59, -1.34, -5.35], [-0.01, 0.24, -0.28], [0.03, 0.05, -0.13], [-0.17, -0.21, 0.00], [0.34, 0.57, -0.67], [0.66, 0.59, 2.29], [-1.21, -1.58, -2.70], [0.34, -0.08, 0.34], [-0.26, 0.20, 0.34], [0.13, 0.30, 0.41], [0.06, -0.30, -1.89], [1.28, 3.04, 4.89], [-0.90, -2.15, -2.82], [-0.43, -0.57, -0.43], [-0.02, 0.00, 0.31], [0.01, -0.02, -0.06], [0.68, 0.11, 0.46], [1.59, 3.62, 2.35], [-1.66, -3.10, -2.51], [-0.29, -0.46, 0.01], [-0.08, -0.30, -0.56], [-0.24, 0.10, 0.26], [-0.78, -0.63, -0.59], [1.51, 1.65, 0.72], [-0.69, -0.59, -0.14], [-0.40, -0.49, 0.33], [0.24, -0.25, -0.19], [0.12, 0.32, -0.13], [-0.02, -0.10, 0.42], [0.34, 0.26, -0.57], [-2.04, -0.40, -0.25], [0.82, -0.33, 0.06], [0.58, 0.28, 0.11], [0.33, 0.27, 0.23], [-0.34, -0.39, 0.75], [-0.68, 0.37, 1.42], [1.26, -0.42, -1.98], [-0.23, 0.49, -0.04], [0.35, -0.01, -0.03], [-0.36, -0.03, -0.11], [1.23, -0.74, -0.62], [1.37, 1.71, 1.16], [-2.29, -1.49, -0.95], [-0.31, -0.30, 0.27], [-0.31, 0.47, 0.21], [0.31, 0.36, -0.08], [-0.62, 0.77, 0.58], [1.68, 2.18, 2.50], [-1.00, -3.29, -2.84], [-0.04, -0.44, -0.76], [0.19, 0.34, 0.48], [-0.20, 0.46, 0.05]],
  "lowdin_charge": [-0.077, -0.256, 0.099, 0.077, 0.077, 0.080, -0.083, -0.256, 0.111, 0.075, 0.074, 0.080, -0.056, -0.266, 0.113, 0.073, 0.070, 0.066, -0.072, -0.298, 0.126, 0.084, 0.080, 0.081, -0.067, -0.273, 0.116, 0.077, 0.073, 0.075, -0.079, -0.247, 0.108, 0.073, 0.075, 0.070, -0.073, -0.271, 0.108, 0.080, 0.079, 0.076, -0.076, -0.272, 0.111, 0.075, 0.079, 0.084, -0.076, -0.260, 0.103, 0.075, 0.078, 0.080],
  "smiles": "CC#N.CC#N.CC#N.CC#N.CC#N.CC#N.CC#N.CC#N.CC#N",
  "homo_lumo_gap_ev": 11.45,
  "total_charge": 0
}

---

{
  "formula": "C11H10F3N5S3Tc",
  "method": "ωB97M-V/def2-TZVPD",
  "species": ["Tc", "F", "C", "F", "F", "C", "C", "C", "C", "N", "C", "S", "H", "H", "H", "C", "C", "C", "N", "N", "C", "N", "S", "H", "H", "H", "H", "H", "H", "H", "S", "C", "N"],
  "xyz": [[-0.223848, -0.604589, -0.150981], [2.713363, 2.066123, 4.191192], [2.122279, 2.572466, 3.120297], [0.803733, 2.635416, 3.353357], [2.571016, 3.804883, 2.926906], [2.407787, 1.717259, 1.902890], [3.702544, 1.668246, 1.383785], [3.990976, 0.889685, 0.275123], [2.972576, 0.165571, -0.318247], [1.732506, 0.212083, 0.179306], [1.452217, 0.959732, 1.267308], [-0.269845, 0.692731, 1.666931], [4.482690, 2.248434, 1.862297], [4.992111, 0.842030, -0.127887], [3.131979, -0.454440, -1.190089], [0.478431, -0.193370, -5.761314], [-0.881635, -0.507778, -5.126940], [-1.029411, 0.148774, -3.797101], [-0.610727, -0.333798, -2.681743], [-0.850631, 0.521480, -1.631849], [-1.461195, 1.667363, -1.941095], [-1.775890, 2.610550, -1.072475], [-1.768252, 1.731285, -3.636805], [0.541788, -0.673918, -6.735079], [1.292678, -0.568141, -5.142562], [0.613676, 0.878271, -5.909484], [-1.007644, -1.579846, -4.972900], [-1.692907, -0.176384, -5.776801], [-1.617880, 2.477709, -0.084014], [-2.258731, 3.447040, -1.362943], [-2.148015, -1.812339, -0.010980], [-0.973080, -2.665652, 0.833209], [-0.047463, -3.080777, 1.401707]],
  "atomic_forces_ev_per_a": [[0.46, -0.46, -0.10], [0.09, -0.09, 0.15], [0.00, -0.10, -0.07], [-0.17, 0.01, 0.02], [0.07, 0.20, -0.05], [0.01, -0.02, -0.07], [0.01, 0.03, 0.04], [-0.02, -0.02, -0.03], [0.02, 0.04, 0.02], [-0.10, -0.03, 0.03], [-0.01, -0.12, -0.04], [0.00, 0.23, 0.13], [0.01, 0.00, -0.01], [0.00, 0.00, 0.00], [0.01, -0.01, 0.01], [0.01, 0.01, -0.02], [-0.04, -0.02, 0.01], [0.06, -0.09, -0.08], [0.01, 0.14, 0.10], [-0.02, 0.40, 0.05], [0.02, -0.06, -0.16], [-0.05, -0.01, 0.02], [0.04, 0.00, 0.08], [0.00, -0.01, 0.00], [0.00, 0.00, 0.00], [-0.01, 0.00, 0.01], [0.05, -0.01, -0.02], [0.00, -0.01, 0.00], [0.03, 0.00, 0.01], [0.00, 0.01, 0.01], [-0.69, -0.20, -0.03], [-0.08, -0.14, 0.22], [0.30, 0.34, -0.23]],
  "lowdin_charge": [1.119, 0.203, -0.615, 0.116, 0.195, -0.071, 0.077, 0.020, -0.054, -0.128, -0.555, 0.793, 0.156, 0.136, 0.136, -0.067, -0.216, -0.542, 0.009, -0.262, -0.625, 0.176, 1.226, 0.092, 0.081, 0.084, 0.130, 0.121, 0.089, 0.140, 0.693, -0.820, 0.161],
  "s2": 3.78,
  "spin_multiplicity": 4,
  "homo_lumo_gap_ev": [7.80, 7.38],
  "total_charge": 2
}

---

{
  "formula": "C24H28ClNO3",
  "method": "ωB97M-V/def2-TZVPD",
  "species": ["C", "C", "C", "C", "C", "C", "C", "C", "C", "C", "N", "C", "O", "C", "O", "C", "O", "C", "C", "C", "C", "C", "Cl", "C", "C", "C", "C", "C", "C", "H", "H", "H", "H", "H", "H", "H", "H", "H", "H", "H", "H", "H", "H", "H", "H", "H", "H", "H", "H", "H", "H", "H", "H", "H", "H", "H", "H"],
  "xyz": [[1.784402, 2.251587, 0.779870], [2.242567, 1.713189, -0.577546], [3.398552, 0.761519, -0.438145], [4.699724, 1.237846, -0.508234], [5.772904, 0.375593, -0.388975], [5.551363, -0.975154, -0.197751], [4.263453, -1.487313, -0.113414], [4.053547, -2.952260, 0.146632], [3.596078, -3.204932, 1.584629], [3.190127, -0.602930, -0.230671], [1.853013, -1.076678, -0.113958], [1.237599, -1.874449, -1.003659], [1.743016, -2.334592, -2.002471], [-0.217783, -2.208370, -0.609531], [-1.109719, -1.098450, -0.709617], [-1.189184, -0.249478, 0.308836], [-0.477505, -0.300989, 1.285850], [-2.269930, 0.788315, 0.068582], [-3.595251, 0.068133, -0.066472], [-3.873196, -0.977233, 0.810720], [-5.078157, -1.651469, 0.765980], [-6.032266, -1.271613, -0.164216], [-7.545292, -2.105194, -0.230429], [-5.784129, -0.225685, -1.035912], [-4.570219, 0.437320, -0.982800], [-2.349975, 1.813095, 1.211901], [-3.006314, 3.019633, 0.551381], [-2.393680, 3.071872, -0.854667], [-1.872833, 1.653265, -1.146055], [2.621606, 2.707740, 1.303295], [1.011057, 3.005073, 0.643867], [1.382645, 1.457762, 1.405335], [2.549376, 2.552295, -1.205570], [1.410965, 1.209649, -1.076835], [4.867687, 2.293084, -0.668104], [6.781842, 0.755596, -0.449235], [6.390975, -1.648887, -0.107953], [4.993628, -3.480051, -0.023622], [3.318209, -3.350944, -0.552578], [3.472643, -4.271629, 1.756875], [4.334798, -2.824077, 2.287052], [2.648131, -2.711894, 1.785218], [1.298953, -0.695829, 0.647044], [-0.601746, -2.952248, -1.308816], [-0.232901, -2.598987, 0.414544], [-3.137791, -1.266992, 1.547824], [-5.278897, -2.462849, 1.447681], [-6.535355, 0.070043, -1.751371], [-4.401761, 1.252923, -1.666635], [-1.340723, 2.053119, 1.547939], [-2.916716, 1.436901, 2.061795], [-4.083224, 2.857497, 0.489567], [-2.832906, 3.937749, 1.109939], [-1.570450, 3.785337, -0.884239], [-3.128384, 3.391840, -1.592454], [-2.257179, 1.234153, -2.073338], [-0.785374, 1.669022, -1.227082]],
  "atomic_forces_ev_per_a": [[0.01, -0.03, -0.20], [0.00, 0.04, 0.13], [-0.13, -0.07, -0.13], [0.03, -0.03, 0.03], [0.03, 0.07, 0.02], [-0.04, -0.01, -0.01], [0.01, -0.05, -0.07], [-0.13, 0.00, 0.14], [0.10, -0.07, -0.12], [0.30, 0.11, -0.16], [0.29, 0.42, 0.48], [-0.75, -0.11, 0.05], [0.10, -0.14, -0.23], [0.32, -0.44, 0.03], [-0.03, 0.07, -0.34], [-0.13, 0.30, 0.21], [-0.05, -0.07, 0.08], [0.20, -0.08, 0.16], [-0.12, -0.03, -0.04], [-0.13, 0.07, -0.10], [-0.04, -0.01, 0.00], [0.18, 0.15, -0.04], [-0.16, -0.09, -0.01], [-0.15, -0.11, 0.05], [0.12, -0.06, 0.11], [0.01, 0.02, 0.00], [0.02, 0.02, 0.06], [-0.07, 0.08, -0.01], [0.00, -0.03, -0.10], [0.05, 0.06, 0.07], [-0.12, 0.09, 0.07], [-0.04, -0.04, 0.11], [-0.03, -0.06, -0.05], [0.04, 0.06, -0.05], [0.01, 0.12, -0.03], [0.09, 0.03, -0.01], [0.07, -0.10, 0.00], [-0.03, 0.01, -0.07], [0.09, -0.03, -0.04], [-0.04, -0.10, 0.09], [0.03, 0.01, 0.11], [-0.07, 0.03, 0.06], [-0.06, -0.23, -0.16], [0.14, 0.14, 0.10], [-0.05, 0.03, -0.13], [0.09, -0.06, 0.10], [-0.04, -0.08, 0.05], [-0.08, 0.00, -0.05], [0.07, 0.12, -0.12], [0.04, 0.00, 0.02], [0.07, -0.04, 0.07], [-0.04, 0.06, 0.02], [-0.09, 0.02, 0.04], [-0.01, 0.03, -0.05], [0.02, 0.06, -0.06], [0.07, -0.03, -0.05], [0.01, -0.03, -0.05]],
  "lowdin_charge": [-0.077, -0.190, -0.167, -0.042, -0.074, -0.036, -0.163, -0.188, -0.083, -0.127, 0.142, -0.450, 0.089, -0.032, 0.051, -0.454, 0.102, -0.313, -0.152, -0.011, -0.088, -0.675, 0.672, -0.089, -0.011, -0.103, -0.167, -0.159, -0.098, 0.079, 0.065, 0.060, 0.114, 0.094, 0.112, 0.102, 0.110, 0.110, 0.097, 0.070, 0.076, 0.061, 0.112, 0.140, 0.138, 0.128, 0.107, 0.107, 0.112, 0.116, 0.128, 0.108, 0.110, 0.105, 0.104, 0.120, 0.105],
  "smiles": "CCc1cccc(CC)c1NC(=O)COC(=O)C1(c2ccc(Cl)cc2)CCCC1",
  "homo_lumo_gap_ev": 9.61,
  "total_charge": 0
}